62
Properties=species:S:1:pos:R:3 method="wB97M-V/def2-TZVPD" e_lumo_ha="-0.0923 / -0.0916" e_tot_ha=-3395.58868 s2=0.766 multiplicity=2 mol_weight_g_mol=614.159 total_charge=+1
C -0.7761 2.4055 4.3680
H 2.4312 3.3981 4.8735
H -2.7257 3.6193 -2.0681
H -0.3496 -6.2533 -2.1580
H 1.4399 -3.5613 4.5727
H -1.4120 0.9742 2.8890
H 3.9566 0.2417 -2.9656
C 1.8174 -1.7394 -3.5973
C 1.5934 2.8689 4.4411
H 1.3297 1.9815 -4.2621
O -0.0666 0.5340 0.4988
O -1.1391 2.3643 -1.7047
H -0.8520 4.3763 -1.4053
H 2.0545 -1.3392 3.6890
S -0.7016 -3.9580 -2.9313
C -3.2238 2.3693 -0.3733
H -0.4407 -4.8125 3.5735
H 1.9312 -2.4541 -2.7832
H 0.1524 3.7548 5.7509
C -0.5677 -2.0442 1.6298
H -1.7709 2.5771 4.7556
C 0.8801 -3.1341 3.7523
H 0.9584 -2.0443 -4.1963
C -0.1798 -3.8362 3.1884
C -0.8957 -3.2972 2.1312
H 2.7904 1.8322 2.9808
Te -2.4371 -1.0967 -2.5172
S 1.0169 0.1981 1.5177
C 0.4898 -1.3612 2.2052
H -2.1771 -5.9171 -0.3158
C 1.5111 0.9303 -4.4835
H -4.2991 2.2572 -0.5151
C 3.1679 0.3261 -2.2161
H 0.6958 0.5752 -5.1149
V -0.4858 0.3296 -1.4689
H -3.0587 3.2005 0.3106
C -0.9176 -5.3574 -1.9686
H 1.4571 2.4171 -0.8990
H 2.4498 0.8340 -5.0305
H -1.1246 -1.6189 0.8032
C 1.2271 -1.8894 3.2567
H -1.7102 -3.8513 1.6848
H 3.3772 -0.3804 -1.4120
C -0.4479 3.4383 -1.0201
C -0.5833 1.5149 3.3294
C 1.7985 1.9885 3.3859
H 1.5280 4.1654 -0.7470
H -2.8713 1.4445 0.0895
C 0.3116 3.0726 4.9269
C 0.7080 1.3181 2.8550
H 2.7122 -1.7543 -4.2216
H -0.6698 3.3705 0.0479
C 1.0335 3.3507 -1.2769
C -1.8861 -3.0753 -2.0576
H -2.9755 1.9318 -2.4891
C -2.5790 2.5941 -1.7222
H 1.2671 3.4474 -2.3368
C -2.4229 -3.8471 -1.0664
H -3.2043 -3.4971 -0.4063
H 3.1930 1.3346 -1.8044
C -1.8699 -5.1560 -1.0181
P 1.5419 -0.0604 -2.9545

151
Properties=species:S:1:pos:R:3 method="wB97M-V/def2-TZVPD" e_lumo_ha="0.1217 / 0.1217" e_tot_ha=-5778.93402 mol_weight_g_mol=1328.173 total_charge=-2
C -0.9738 1.5029 6.3872
C -4.9863 1.8052 -3.1208
C 2.6445 2.9703 -2.1605
H 0.1567 4.2933 5.3653
O -1.9473 3.8785 -0.4848
C 1.3313 -8.3894 -0.5475
C -1.3979 5.0501 -1.1008
H 1.0034 -3.1952 3.4127
H -0.1096 -5.4750 -2.8457
H 5.3400 8.7324 -2.6748
H 2.1541 -7.8667 2.5805
H 3.1210 -6.3834 -2.5473
C 4.5851 6.8751 -1.9401
S 2.7046 -1.6443 -2.4967
H 0.5250 4.1203 -1.3903
H -0.2151 -1.5108 7.3402
H -4.2661 4.0877 0.5727
C -4.7620 0.7969 1.4647
H -2.9803 -5.9691 -0.8219
H -2.0898 -8.0097 1.2020
C 1.8165 -7.1062 3.2963
C 3.7590 -0.0545 3.2598
H -2.8726 5.0477 -2.6679
H 4.9263 8.6046 1.4087
H 1.7113 -8.9888 -1.3832
H 3.1804 4.8566 -2.9983
C -0.8370 0.1155 6.1235
C 3.5703 2.0915 2.5697
C -3.1983 1.9660 -4.8633
N 3.2902 0.3722 0.9684
H 3.4484 -1.5351 1.7332
C 2.0751 3.0112 -4.6098
H -0.5115 4.0671 -2.8226
H -3.7497 1.3092 -5.5449
C -3.0092 -5.1616 -0.0794
O -3.3579 1.6763 -0.2014
C 3.5561 -4.9969 1.9704
H 0.8100 -7.3908 3.6334
C -4.8563 3.2281 0.8971
H 3.1335 -2.6182 -4.9703
C 0.6282 0.7946 -4.2338
N 3.7730 1.2504 3.5695
Sn 1.1756 0.3497 -1.0841
H -1.3785 -0.4255 8.1454
C 1.9999 2.4469 -3.3214
Si 0.3514 -5.2563 0.6772
C -2.2041 -4.3172 2.7427
C 3.1855 2.6198 0.1148
C -0.7410 2.3647 5.3639
C 3.3617 1.6773 1.2370
N -0.3909 1.8571 4.1869
N 5.1857 8.8116 -0.6242
H -0.1646 -4.2730 -4.8113
H 4.1505 -4.6195 2.8100
H -5.1672 1.6312 -2.0571
H -0.1373 5.4736 0.5940
H -2.1726 1.4363 2.1436
C -2.2550 -7.2540 1.9825
H 1.9436 -3.9339 -5.0955
O -0.7924 1.4820 -1.0853
H 0.2123 0.9570 -6.3199
H 4.1528 4.1968 1.1486
H -5.4928 0.5692 0.6847
H -1.5583 -3.8051 -3.8274
H 2.7318 -4.8343 -1.7646
H -3.3187 2.4392 3.0882
C 0.7198 1.3788 -5.4607
C -0.6324 -3.4412 -4.2756
Si -2.1043 2.3367 -1.0955
C -3.9403 2.0107 1.0518
H -5.5881 1.1024 -3.7075
Te 0.7776 -2.8290 0.2255
Si 1.1434 -6.5855 -1.0554
C 2.0766 -2.8622 -4.8957
C 4.8308 8.0917 0.4544
C 4.3589 6.7956 0.4245
C 3.4978 -0.4771 1.9735
N 1.4725 2.5250 -5.6724
H -2.0034 0.0583 -3.2233
H 2.6830 3.8967 -4.7725
H -4.1048 -0.0687 1.5863
H -5.2908 0.9818 2.4064
H -0.5879 6.9104 -0.3488
C -0.8359 3.8507 5.4571
H -2.6995 -4.2372 -0.5836
H 0.0512 -0.1137 -4.0865
H 0.4518 -4.5327 4.4287
H 3.5525 -4.2299 1.1852
H -3.4832 3.0042 -5.0598
S -0.6011 -2.4941 -1.7093
H -1.6208 -7.5168 2.8407
H -4.0436 -5.0404 0.2629
H -0.9045 -2.6893 -5.0284
H -3.3082 6.0611 -1.2743
C 3.6835 3.8898 0.2233
H -1.9076 -1.5580 6.8753
H -1.0314 -6.8682 -2.2518
C -1.1045 -0.8951 7.1993
C 0.2852 -2.8415 -3.2162
H -3.3032 -7.3134 2.3005
Si 1.7966 -5.3923 2.5105
H -1.2587 1.8713 7.3620
H -5.2896 2.8282 -3.3664
C -0.0244 -6.5178 -2.5150
C 3.7045 4.7739 -0.9049
N 2.6106 2.1391 -1.0543
C -0.9484 5.9530 0.0370
N -0.4846 -0.3632 4.9677
C -0.2210 0.5013 3.9233
H -1.2666 4.1475 6.4111
H -0.2386 2.4604 3.3878
H -3.5829 -0.5119 -3.8310
H 3.5771 -6.0955 -0.8508
C -0.1992 4.6917 -1.9768
H -3.2819 -4.1850 2.8934
H 4.0744 6.3180 1.3539
Si -1.8563 -5.5232 1.3509
C 5.0477 8.1659 -1.7932
C 1.5584 -2.4816 -3.5133
H 4.5374 6.4402 -2.9308
H 0.3662 -8.8097 -0.2322
H 2.4875 -7.1302 4.1647
C 1.3032 -4.1622 3.8444
C -2.8628 2.2845 2.1019
H -2.2918 3.1772 1.8169
H -2.1261 1.8625 -5.0536
H -2.0753 6.6253 -2.4322
C -3.4960 1.6168 -3.4124
H 1.5418 -2.3075 -5.6762
H 3.9231 -0.7595 4.0678
H -1.7618 -4.6671 3.6843
C -3.0867 0.1671 -3.1301
C 3.2044 4.2399 -2.1117
H -3.3532 -0.1193 -2.1059
C 2.8007 -5.9211 -1.6063
H 4.0572 -5.8821 1.5612
C 4.2074 6.1128 -0.8079
H 0.2885 5.5918 -2.3601
O -2.7515 2.5456 -2.6210
H 3.5368 3.1444 2.8264
H -5.6180 3.0253 0.1368
N 1.2535 1.2980 -3.1431
C -2.4842 5.7461 -1.9243
H -5.3527 3.4622 1.8463
H -1.7856 6.1363 0.7194
H 2.0291 -8.4913 0.2942
H 2.1389 -3.9787 4.5303
S 0.2354 0.0828 2.3936
H -1.7655 -3.3354 2.5175
H -1.4540 4.2435 4.6472
H 0.3471 -7.1195 -3.3527

15
Properties=species:S:1:pos:R:3 method="wB97M-V/def2-TZVPD" e_lumo_ha=-0.1755 e_tot_ha=-395.28411 mol_weight_g_mol=106.105 total_charge=+1
H -0.9885 -2.8946 -1.0650
H -0.6854 -0.1316 -1.7515
O -0.0172 3.6254 1.2601
N 0.4749 4.1758 0.3329
N -0.2460 -0.3465 -0.7934
N -0.3795 0.7269 -0.2235
H 1.0071 -1.9398 -1.3401
H -0.0430 -3.3278 0.3400
H -1.2299 -2.2323 0.5098
O 0.1536 0.8451 0.9351
H -0.1668 1.7339 1.3851
C -0.4459 -2.5621 -0.1868
H 1.2139 -1.3821 0.4419
C 0.5216 -1.4773 -0.4411
H 0.8310 5.1870 0.5965

5
Properties=species:S:1:pos:R:3 method="wB97M-V/def2-TZVPD" smiles="[H]/P=C/I" e_lumo_ha=-0.0109 e_tot_ha=-678.28087 mol_weight_g_mol=171.905 total_charge=0
H -0.2176 1.4939 -1.2459
P -0.7639 1.0784 0.1207
H 0.6443 -0.5295 -0.7599
C 0.2123 -0.2745 0.1512
I 0.1249 -1.7683 1.7338

56
Properties=species:S:1:pos:R:3 method="wB97M-V/def2-TZVPD" e_lumo_ha=-0.0066 e_tot_ha=-2967.34570 mol_weight_g_mol=398.792 total_charge=-1
C -11.5627 7.7902 20.4375
H -12.6585 8.6533 17.2246
H -12.9636 -3.1241 19.2118
H -13.5634 0.6671 19.1884
H -14.2431 -2.8104 20.4372
H -15.7770 -3.1505 14.7591
C -13.5278 1.1088 20.9793
H -16.6911 -1.9976 15.7198
H -12.5163 1.8261 19.3868
C -15.9243 -2.0876 14.9504
H -9.4951 7.8312 21.9678
C -12.3164 7.5680 19.0820
H -15.7351 -1.1434 13.0854
H -14.2910 7.6976 18.9075
H -13.6526 -0.7983 21.8857
O -11.0598 6.6320 21.1029
H -21.2260 -2.9357 13.7056
O -19.1382 -0.3844 13.6137
H -12.2538 8.2732 21.1283
H -13.9750 2.7823 22.1252
O -13.0242 -1.2006 20.0604
H -12.5349 -3.0429 20.9201
H -10.7898 7.3894 23.0734
O -19.5220 -2.4295 12.6021
H -12.5344 1.3076 21.3815
H -15.4021 2.4183 21.1646
H -21.3996 -1.4462 12.6850
O -12.7516 3.2795 14.9585
N -13.6548 7.0679 19.3754
O -16.6911 6.4321 15.1190
H -21.1930 -3.0706 11.9429
H -17.6556 1.3352 17.2447
H -10.7945 8.5200 20.1818
H -11.8749 6.6970 18.5978
H -16.5894 -0.1403 14.1732
H -16.7318 7.1995 14.5157
H -11.2417 9.1342 18.1908
H -12.6089 9.7689 18.7054
H -9.6078 6.1216 22.4769
H -14.9947 1.3924 22.5178
C -18.7560 -1.5093 13.2486
H -11.9796 2.7509 14.6772
N -13.4781 1.5914 19.5866
H -14.8764 -0.6714 20.8224
O -17.5519 -1.9957 13.3772
H -14.0597 7.2286 20.2866
C -12.2902 8.8395 18.2335
C -16.5358 -1.1716 13.8244
C -20.9370 -2.4281 12.7854
Zn -14.9143 4.3348 16.9005
O -17.4776 2.2714 17.0290
C -13.8364 -0.3563 20.9064
H -14.8826 -1.8748 15.1907
C -13.2031 -2.6404 20.1588
C -14.5648 1.9703 21.6997
C -10.1729 7.0261 22.2515

14
Properties=species:S:1:pos:R:3 method="wB97M-V/def2-TZVPD" e_lumo_ha=0.0145 e_tot_ha=-394.85826 mol_weight_g_mol=105.097 total_charge=0
H 2.1132 -0.9921 0.8732
H 0.4044 -1.9372 0.5692
H 0.5907 -0.8746 1.9831
H 0.2487 1.9909 0.1870
C 1.0025 1.2331 -0.4634
C 0.9404 -0.9283 0.7193
N -1.5867 0.6128 0.4776
O -1.2701 -1.2619 -0.8659
N -0.8090 -0.1257 -0.4062
H -2.4000 -0.8293 -1.2110
N 0.5706 -0.1070 -0.3604
H 0.9251 1.5698 -1.6320
O -2.8082 0.4695 0.3420
H 2.0787 1.1801 -0.2123

50
Properties=species:S:1:pos:R:3 method="wB97M-V/def2-TZVPD" e_lumo_ha=0.0073 e_tot_ha=-2874.52126 mol_weight_g_mol=723.281 total_charge=-1
H 1.3442 3.2143 -1.2434
N 1.0746 -0.9530 0.1316
H -3.2956 3.1820 1.5941
O -1.2033 -1.8301 -5.2727
O -1.0972 -6.5400 4.4085
H -0.2531 -2.1926 3.8206
H 1.4588 5.5378 -0.3535
I -1.6624 1.6922 3.4017
O -1.1163 -2.1025 -0.5028
C -1.0072 0.9420 0.5405
N 0.9341 -1.0833 -5.0802
C 1.6136 4.0604 -1.8626
C -0.1555 -2.5026 -3.2685
C 2.3458 6.1502 -3.6836
C -1.5049 -5.0861 6.2060
O -0.2699 -0.8669 2.2434
O 1.8653 2.6390 -3.7287
S 0.3446 -0.0633 1.2177
C -2.9522 2.5139 0.8124
C 2.0441 6.4439 -2.2583
C -1.0186 -2.7090 5.8246
H -1.1624 -2.4953 -2.8601
C -1.8210 1.6555 1.3096
O 1.2844 0.9447 1.6372
H -2.6496 3.0941 -0.0566
H 2.5000 4.6723 -5.1947
O 2.0995 7.5780 -1.8312
C -0.2151 -1.7948 -4.6051
H 1.8241 -2.2789 -2.3710
C 0.8205 -1.8729 -2.2768
O -1.0042 -1.5807 6.2694
H -1.8366 -5.9272 6.8024
H 1.0226 -0.1865 -4.6120
H -0.3047 -4.5104 2.9653
H 2.6132 6.9996 -4.2994
H -1.7910 -3.5910 7.6795
H -3.7718 1.8592 0.5112
C 1.9156 3.7658 -3.2872
C -1.0710 -5.3966 4.8173
O 0.9250 -3.4380 -0.2398
H 0.1588 -3.5281 -3.4719
H 0.8625 -0.7961 -2.3905
C 2.2857 4.9109 -4.1605
H 1.7759 -1.6088 -4.8712
I -1.2717 1.0742 -1.5300
C -0.5854 -3.0187 4.4392
C -0.6129 -4.2680 3.9756
C -1.4806 -3.8424 6.6727
C 1.6745 5.3018 -1.3877
S 0.3269 -2.1680 -0.5804

60
Properties=species:S:1:pos:R:3 method="wB97M-V/def2-TZVPD" e_lumo_ha="0.0817 / 0.0817" e_tot_ha=-2674.57594 s2=8.756 multiplicity=6 mol_weight_g_mol=438.256 total_charge=-1
H 24.1361 -5.0198 0.6951
H 24.2525 -1.5679 -1.4056
H 21.6280 0.7185 -0.5022
H 21.7803 -1.0504 -0.8225
H 19.5581 -1.0374 0.6044
N 25.4097 -2.0732 -4.2970
C 24.6930 -4.5399 -0.1097
C 17.9838 0.3722 1.2016
H 24.9603 -2.4573 -3.4781
O 22.9469 2.8234 -3.7032
H 20.2536 1.9592 -2.7344
H 21.8930 -0.8916 -3.5568
C 18.3778 -1.0438 -2.5655
N 22.3268 -3.2095 -3.6546
H 22.5497 -4.1923 -3.7214
Fe 24.3200 1.6528 -2.6533
N 25.9409 -0.6845 -5.8618
H 20.1796 0.4122 1.3591
H 26.4189 -1.4000 -6.3907
H 21.3427 4.1334 -3.7018
H 16.7280 -0.2026 -3.2582
H 22.6818 -2.5882 -2.9418
H 20.7776 1.1917 -4.2287
H 18.3636 -3.1301 -2.3969
O 21.1347 -3.1189 -5.5260
N 21.7234 -1.3079 -4.4612
C 19.3729 -0.3195 1.4034
H 19.7557 -2.5238 -1.6477
H 17.2784 -1.3165 0.7009
H 17.8234 1.2304 1.8541
O 23.2750 0.0423 -1.7204
O 24.8682 0.0856 -4.0533
C 25.3701 -0.8123 -4.6397
C 21.6749 3.1898 -4.1348
H 18.5316 -0.1873 -1.9092
C 21.9482 -0.0457 -1.2104
O 19.5052 -0.9006 2.6817
C 18.6879 -2.3245 -1.7381
C 20.5165 2.1479 -3.7752
H 21.3334 0.0777 -2.1020
O 17.0424 -1.1021 -3.1413
H 25.9920 -4.1712 1.3593
H 24.3518 -2.5472 0.6507
H 21.2591 -0.7410 -5.1564
H 18.9270 -1.6644 2.7439
H 17.2688 -2.9199 -0.6740
C 21.6652 -2.6048 -4.5726
C 24.2060 -3.0653 -0.2972
H 24.6375 -5.0656 -1.0629
H 19.1044 -1.0565 -3.3780
H 26.2203 0.2294 -6.1887
O 26.0075 -4.5839 0.4927
H 21.6594 3.5348 -5.1686
O 18.0491 -2.3787 -0.5337
H 19.5711 2.3987 -4.2564
O 17.0343 -0.5774 1.2629
O 24.8513 -2.3176 -1.3730
H 23.1319 -3.0778 -0.4819
H 18.1042 0.8466 0.2276
H 25.7025 -2.6623 -5.0634